# 1
{
  "formula": "C62H51IKN5O3S2",
  "method": "wB97M-V/def2-TZVPD",
  "elements": ["K", "N", "C", "N", "C", "N", "N", "C", "C", "C", "C", "C", "C", "N", "C", "C", "C", "C", "C", "C", "H", "H", "H", "H", "H", "H", "H", "H", "H", "H", "H", "I", "C", "C", "C", "C", "C", "C", "C", "C", "C", "C", "H", "H", "H", "H", "H", "H", "C", "C", "C", "C", "C", "C", "C", "S", "O", "C", "C", "C", "C", "C", "C", "C", "C", "C", "C", "C", "C", "C", "C", "C", "C", "C", "C", "C", "C", "S", "O", "C", "C", "C", "C", "C", "C", "C", "H", "H", "H", "H", "H", "H", "H", "H", "H", "H", "H", "H", "H", "H", "H", "H", "H", "H", "H", "H", "H", "H", "H", "H", "H", "H", "C", "C", "C", "O", "C", "H", "H", "H", "H", "H", "H", "H", "H"],
  "xyz": [[0.1039, 0.2903, 0.0590], [0.6860, 4.2687, -2.8602], [0.6580, 3.3994, -1.8145], [0.5724, 2.1281, -1.9024], [0.4554, 1.5480, -3.1911], [0.1667, 0.3125, -3.3747], [0.0230, -0.4775, -2.2701], [-0.5635, -1.6267, -2.5677], [-0.8172, -2.6727, -1.7049], [-1.4159, -3.8731, -2.1930], [-1.8940, -4.8150, -1.3472], [-1.9792, -4.4342, 0.0416], [-1.3124, -3.3721, 0.5058], [-0.3253, -2.7082, -0.3283], [0.6318, 2.4161, -4.3671], [0.6924, 1.9309, -5.6695], [0.8162, 2.7932, -6.7462], [0.8782, 4.1656, -6.5385], [0.8286, 4.6686, -5.2477], [0.7176, 3.7962, -4.1754], [0.7471, 5.2603, -2.6798], [0.6989, 3.8694, -0.8375], [-0.8620, -1.7816, -3.6085], [-1.5182, -3.9855, -3.2645], [-2.3569, -5.7213, -1.7048], [-2.6910, -4.9243, 0.6923], [-1.5161, -2.9634, 1.4805], [0.6281, 0.8630, -5.8126], [0.8585, 2.3987, -7.7509], [0.9700, 4.8429, -7.3752], [0.8836, 5.7351, -5.0684], [0.2180, -1.4913, 2.9052], [1.1259, -3.3325, 2.3708], [1.5703, -3.9987, 3.4809], [2.5037, -5.0451, 3.3728], [3.0639, -5.2928, 2.1585], [2.6304, -4.6114, 0.9944], [3.3204, -4.8358, -0.2189], [2.9255, -4.1823, -1.3466], [1.7513, -3.4182, -1.3421], [0.9780, -3.2596, -0.2124], [1.5260, -3.7019, 1.0475], [1.2523, -3.6776, 4.4624], [2.8230, -5.5747, 4.2599], [3.8635, -6.0124, 2.0516], [4.1615, -5.5156, -0.2205], [3.4669, -4.3090, -2.2740], [1.3868, -3.0217, -2.2765], [-2.7540, 2.7422, -5.7471], [-2.8188, 2.3739, -4.2920], [-2.4614, 3.3101, -3.3191], [-2.5111, 2.9982, -1.9753], [-2.9532, 1.7346, -1.5929], [-3.2970, 0.7853, -2.5345], [-3.2269, 1.1128, -3.8826], [-2.9649, 1.2345, 0.1297], [-3.7992, 0.0146, 0.2381], [-3.8798, 2.6461, 0.7891], [-4.9131, 3.2566, 0.0449], [-5.5506, 4.3510, 0.5358], [-5.1752, 4.9020, 1.7879], [-5.7917, 6.0667, 2.3010], [-5.4302, 6.5734, 3.5156], [-4.4330, 5.9343, 4.2795], [-3.8233, 4.8054, 3.8117], [-4.1717, 4.2624, 2.5522], [-3.5345, 3.0949, 2.0327], [-2.6610, 2.3186, 2.9640], [-3.3460, 1.5061, 3.9292], [-4.7537, 1.3489, 3.9081], [-5.3820, 0.5581, 4.8278], [-4.6431, -0.1171, 5.8186], [-3.2851, 0.0096, 5.8608], [-2.6069, 0.8163, 4.9195], [-1.1974, 0.9359, 4.9368], [-0.5552, 1.6754, 3.9941], [-1.2923, 2.3706, 3.0052], [-0.3257, 3.0917, 1.6697], [-1.1217, 4.1318, 0.9680], [0.9040, 3.9299, 2.6583], [0.5880, 5.0870, 3.3513], [1.5749, 5.7227, 4.0821], [2.8732, 5.2153, 4.1280], [3.9478, 5.9112, 4.9159], [3.1660, 4.0556, 3.4173], [2.1900, 3.4107, 2.6717], [-1.8284, 3.2719, -5.9714], [-3.5876, 3.3952, -6.0129], [-2.8025, 1.8572, -6.3787], [-2.1257, 4.2913, -3.6296], [-2.2082, 3.7172, -1.2253], [-3.6079, -0.1972, -2.2069], [-3.4784, 0.3673, -4.6249], [-5.1865, 2.8401, -0.9162], [-6.3496, 4.8185, -0.0246], [-6.5595, 6.5483, 1.7100], [-5.9086, 7.4640, 3.8981], [-4.1553, 6.3377, 5.2429], [-3.0652, 4.3139, 4.4072], [-5.3334, 1.8445, 3.1444], [-6.4550, 0.4394, 4.7880], [-5.1545, -0.7438, 6.5354], [-2.7036, -0.5143, 6.6080], [-0.6344, 0.4118, 5.6980], [0.5235, 1.7429, 3.9990], [-0.4170, 5.4836, 3.3066], [1.3391, 6.6257, 4.6289], [3.5420, 6.7353, 5.4979], [4.7133, 6.3110, 4.2505], [4.4374, 5.2169, 5.5980], [4.1700, 3.6546, 3.4398], [2.4205, 2.5077, 2.1186], [4.1806, -0.6164, -0.8146], [3.7040, 0.6498, -1.5308], [3.5085, 1.5946, -0.3616], [2.9022, 0.7847, 0.6442], [3.5128, -0.5135, 0.5682], [5.2677, -0.6184, -0.7158], [3.8807, -1.5236, -1.3319], [2.7465, 0.4781, -2.0255], [4.4195, 1.0199, -2.2644], [2.8379, 2.4263, -0.5685], [4.4718, 1.9808, 0.0014], [2.7303, -1.2615, 0.7091], [4.2386, -0.6163, 1.3806]],
  "max_force_ev_per_a": 0.7,
  "relative_energy_kcal_mol": 16.0,
  "lumo_energy_ev": -0.001,
  "total_energy_ha": -4586.68910,
  "orbital_gap_ha": 0.19897
}

# 2
{
  "formula": "C18H23NO2",
  "method": "wB97M-V/def2-TZVPD",
  "elements": ["C", "H", "C", "H", "C", "N", "C", "H", "C", "O", "H", "H", "H", "H", "C", "C", "C", "C", "C", "C", "C", "H", "O", "C", "C", "C", "C", "C", "C", "H", "H", "H", "H", "H", "H", "H", "H", "H", "H", "H", "H", "H", "H", "H"],
  "xyz": [[-1.9251, -3.8138, 0.4609], [-1.9047, -4.7106, -0.1539], [-2.5872, -2.6653, -0.2881], [-3.6049, -2.9478, -0.5669], [-2.6238, -1.3974, 0.5768], [-3.2466, -0.2276, -0.0168], [-4.6637, -0.3757, -0.3072], [-5.0762, -1.1169, 0.3802], [-5.3639, 0.9644, -0.0416], [-5.0193, 1.4532, 1.2273], [-4.0854, 1.2211, 1.3508], [-6.4491, 0.8398, -0.0618], [-5.0888, 1.6978, -0.8157], [-4.8621, -0.7056, -1.3378], [-2.4907, 0.3446, -1.1246], [-1.1500, 0.8351, -0.6497], [-1.0817, 1.8772, 0.2685], [0.1447, 2.3250, 0.7225], [1.3182, 1.7421, 0.2782], [1.2567, 0.6903, -0.6285], [0.0225, 0.2455, -1.0918], [0.0027, -0.5647, -1.8051], [2.3688, 0.0971, -1.1655], [3.5083, -0.0464, -0.4173], [4.7207, -0.0148, -1.0993], [5.9027, -0.2200, -0.4140], [5.8879, -0.4558, 0.9508], [4.6801, -0.4988, 1.6257], [3.4900, -0.2999, 0.9502], [2.5474, -0.3484, 1.4761], [4.6595, -0.6948, 2.6876], [6.8128, -0.6110, 1.4851], [6.8405, -0.1918, -0.9486], [4.7141, 0.1684, -2.1625], [2.2761, 2.1040, 0.6215], [0.1933, 3.1433, 1.4253], [-1.9921, 2.3390, 0.6187], [-3.0612, 1.1955, -1.5063], [-2.3620, -0.3693, -1.9538], [-3.1623, -1.6163, 1.5044], [-1.6010, -1.1174, 0.8443], [-2.0297, -2.4687, -1.2055], [-0.9019, -3.5550, 0.7253], [-2.4686, -4.0375, 1.3765]],
  "max_force_ev_per_a": 0.5,
  "relative_energy_kcal_mol": 28.1,
  "lumo_energy_ev": 0.795,
  "total_energy_ha": -904.91252,
  "orbital_gap_ha": 0.33860,
  "smiles": "CCCN(CCO)Cc1cccc(Oc2ccccc2)c1"
}

# 3
{
  "formula": "C10H13Cl2N3O2SY",
  "method": "wB97M-V/def2-TZVPD",
  "elements": ["Y", "C", "C", "N", "O", "C", "C", "N", "O", "H", "H", "H", "H", "H", "H", "H", "S", "C", "C", "C", "C", "C", "N", "H", "H", "H", "H", "Cl", "C", "Cl", "H", "H"],
  "xyz": [[0.7471, 0.3019, 0.3117], [-3.8427, -2.4970, -1.0902], [-2.9361, -1.3484, -0.7817], [-3.0710, -0.5788, 0.2282], [-4.1232, -0.9915, 1.0338], [-1.7840, -1.0324, -1.6649], [-1.8557, -1.2320, -3.1404], [-0.7534, -0.5872, -1.0640], [0.3678, -0.1837, -1.7391], [-4.8840, -2.1851, -1.0222], [-3.6987, -3.2882, -0.3520], [-3.6473, -2.9049, -2.0781], [-4.2362, -0.2643, 1.6556], [-2.8554, -1.0080, -3.5104], [-1.6302, -2.2707, -3.3925], [-1.1218, -0.6006, -3.6339], [2.8639, -0.2574, 1.7502], [1.6028, -1.0943, 2.6609], [1.8782, -1.8021, 3.8328], [0.8479, -2.4562, 4.4723], [-0.4461, -2.4098, 3.9492], [-0.6539, -1.6956, 2.7963], [0.3458, -1.0472, 2.1714], [2.8906, -1.8283, 4.2083], [1.0454, -3.0116, 5.3799], [-1.2672, -2.9219, 4.4281], [-1.6300, -1.6214, 2.3323], [-0.0805, 2.4488, 2.1732], [0.7325, 3.6906, 1.1928], [0.9467, 3.0926, -0.4750], [1.7101, 3.8815, 1.6185], [0.1063, 4.5734, 1.1583]],
  "max_force_ev_per_a": 0.2,
  "total_charge": 1,
  "relative_energy_kcal_mol": 0.0,
  "lumo_energy_ev": -3.119,
  "total_energy_ha": -2060.32052,
  "orbital_gap_ha": 0.30736
}

# 4
{
  "formula": "C27H31BrInN5OSi2",
  "method": "wB97M-V/def2-TZVPD",
  "elements": ["In", "Br", "C", "C", "C", "C", "C", "C", "N", "N", "C", "C", "C", "C", "O", "C", "N", "C", "C", "C", "C", "H", "H", "H", "H", "H", "H", "H", "H", "H", "C", "Si", "C", "C", "N", "C", "C", "C", "C", "C", "C", "N", "Si", "C", "C", "C", "H", "H", "H", "H", "H", "H", "H", "H", "H", "H", "H", "H", "H", "H", "H", "H", "H", "H", "H", "H", "H", "H"],
  "xyz": [[1.4100, 0.2131, -2.1793], [-4.5169, -0.5779, 3.9490], [-3.2563, 0.8449, 3.9480], [-3.0313, 1.5510, 2.7792], [-2.0719, 2.5477, 2.7557], [-1.3593, 2.8682, 3.9166], [-1.6416, 2.1753, 5.0973], [-2.5735, 1.1557, 5.1135], [-0.5211, 3.9876, 3.9981], [0.2179, 4.4130, 3.0946], [0.6008, 3.7520, 1.9301], [0.8851, 4.5861, 0.8514], [1.3178, 4.1168, -0.3758], [1.5738, 2.7589, -0.5893], [2.0444, 2.3138, -1.7070], [1.3275, 1.8709, 0.5245], [1.5916, 0.5666, 0.3020], [1.4760, -0.2968, 1.2826], [1.1320, 0.0946, 2.5816], [0.8406, 1.4110, 2.8282], [0.8723, 2.3535, 1.7774], [-3.5994, 1.3146, 1.8904], [-1.8988, 3.1152, 1.8499], [-1.1159, 2.4526, 6.0023], [-2.7842, 0.6154, 6.0261], [0.7033, 5.6453, 0.9879], [1.5040, 4.7989, -1.1948], [1.6879, -1.3309, 1.0392], [1.1076, -0.6333, 3.3808], [0.6108, 1.7252, 3.8334], [4.3886, -1.1420, -1.5226], [3.2205, -2.6223, -1.4934], [3.5862, -3.6837, -3.0127], [3.5292, -3.6168, 0.0849], [1.6072, -1.9396, -1.4291], [0.4410, -2.5614, -1.5588], [0.3258, -3.9831, -1.6391], [-0.8801, -4.6133, -1.6610], [-2.0703, -3.8536, -1.7319], [-2.0118, -2.4948, -1.7826], [-0.7854, -1.7741, -1.6469], [-0.7215, -0.4432, -1.6297], [-2.0655, 0.6449, -1.9531], [-3.1637, 0.5756, -0.4174], [-3.0007, 0.2656, -3.5545], [-1.4199, 2.4015, -2.1261], [5.4222, -1.4576, -1.3697], [4.1311, -0.4274, -0.7354], [4.3425, -0.6217, -2.4830], [4.6357, -3.9869, -3.0013], [3.4107, -3.1199, -3.9311], [2.9809, -4.5900, -3.0559], [4.5534, -3.9956, 0.0887], [2.8568, -4.4716, 0.1738], [3.4033, -2.9946, 0.9729], [1.2394, -4.5615, -1.5902], [-0.9305, -5.6939, -1.6314], [-3.0279, -4.3570, -1.7567], [-2.9266, -1.9221, -1.8469], [-3.7075, -0.3657, -0.3221], [-3.8940, 1.3882, -0.4207], [-2.5325, 0.6856, 0.4675], [-3.4900, -0.7089, -3.5507], [-2.3159, 0.2865, -4.4055], [-3.7702, 1.0202, -3.7294], [-1.0705, 2.8072, -1.1764], [-2.2284, 3.0465, -2.4765], [-0.5950, 2.4711, -2.8400]],
  "max_force_ev_per_a": 1.6,
  "relative_energy_kcal_mol": 20.1,
  "lumo_energy_ev": -1.825,
  "total_energy_ha": -4739.68030,
  "orbital_gap_ha": 0.19445
}

# 5
{
  "formula": "C4H7N3O",
  "method": "wB97M-V/def2-TZVPD",
  "elements": ["C", "C", "C", "C", "H", "H", "H", "H", "H", "H", "H", "N", "N", "N", "O"],
  "xyz": [[0.0811, -0.0263, -0.0764], [0.8512, -1.2574, 0.1442], [2.1564, -1.3067, -0.1679], [-1.4298, -0.2276, -0.0384], [2.4054, 1.0605, 0.6144], [1.8295, 2.5781, 0.1317], [0.3697, -2.1198, 0.5818], [2.7405, -2.2701, -0.0646], [2.7198, -0.5539, -0.6877], [-1.6404, 1.9065, -0.1264], [-3.1309, 0.9347, 0.0252], [1.7109, 1.5673, 0.1095], [0.4371, 1.1874, -0.0638], [-2.1192, 0.9624, -0.0613], [-1.9311, -1.3309, 0.0581]],
  "max_force_ev_per_a": 2.4,
  "relative_energy_kcal_mol": 41.0,
  "lumo_energy_ev": 0.579,
  "total_energy_ha": -396.08303,
  "orbital_gap_ha": 0.34349,
  "smiles": "C=C/C(=N\\N)C(N)=O"
}

# 6
{
  "formula": "C30H23ClIrN8O6S",
  "method": "wB97M-V/def2-TZVPD",
  "elements": ["Ir", "C", "N", "C", "N", "C", "N", "C", "C", "C", "C", "C", "C", "C", "N", "N", "C", "O", "C", "C", "C", "C", "C", "C", "N", "C", "N", "C", "N", "C", "H", "H", "H", "H", "H", "H", "H", "H", "H", "H", "H", "H", "H", "H", "H", "H", "C", "C", "O", "S", "C", "C", "C", "C", "C", "C", "C", "C", "H", "H", "H", "H", "H", "H", "H", "O", "Cl", "O", "O", "O"],
  "xyz": [[-0.6858, -0.0376, -0.7076], [4.7877, -0.9445, -0.8990], [3.3820, -0.9623, -1.2910], [2.3045, -1.2259, -0.5623], [1.2213, -1.1424, -1.3281], [1.7215, -0.7894, -2.5514], [3.0207, -0.6602, -2.5534], [5.2248, 0.3493, -0.2415], [6.3242, 1.0520, -0.7148], [6.7599, 2.1948, -0.0563], [6.1100, 2.6465, 1.0782], [5.0072, 1.9435, 1.5589], [4.5702, 0.8010, 0.8950], [4.3305, 2.3686, 2.7734], [4.5606, 3.4070, 3.5153], [3.6834, 3.3661, 4.5529], [2.9564, 2.3010, 4.3999], [3.3317, 1.6150, 3.2951], [1.8421, 1.8465, 5.2124], [1.4564, 2.5663, 6.3416], [0.3299, 2.1781, 7.0437], [-0.4428, 1.1110, 6.6020], [-0.0576, 0.3904, 5.4798], [-0.9061, -0.7548, 4.9574], [-1.2904, -0.5886, 3.5532], [-0.6316, -0.9148, 2.4475], [-1.3535, -0.5738, 1.3868], [-2.4594, 0.0181, 1.9247], [-2.4414, 0.0304, 3.2307], [1.1095, 0.7339, 4.8187], [5.3548, -1.1260, -1.8079], [4.9570, -1.7715, -0.2090], [2.3146, -1.5065, 0.4766], [1.1112, -0.6504, -3.4278], [6.8484, 0.7089, -1.5988], [7.6222, 2.7309, -0.4292], [6.4435, 3.5293, 1.6062], [3.7118, 0.2719, 1.2846], [2.0414, 3.4256, 6.6395], [0.0311, 2.7287, 7.9255], [-1.3520, 0.8474, 7.1287], [-1.8366, -0.8200, 5.5147], [-0.3746, -1.7012, 5.0585], [0.3055, -1.4439, 2.4189], [-3.2647, 0.4279, 1.3393], [1.4355, 0.1678, 3.9579], [-5.6333, -3.0495, -8.2003], [-6.9988, -3.2887, -7.6346], [-7.8087, -4.0544, -8.0353], [-7.5725, -2.1081, -6.3068], [-6.2027, -1.8498, -5.2590], [-5.2707, -2.8695, -4.9841], [-4.2301, -2.6357, -4.1255], [-4.0875, -1.3705, -3.5099], [-5.0523, -0.3627, -3.7631], [-6.0959, -0.6040, -4.6139], [-3.0225, -1.0777, -2.6678], [-2.0778, -0.7608, -1.9326], [-5.1756, -4.0091, -8.4418], [-4.9859, -2.4728, -7.5503], [-5.7700, -2.5108, -9.1403], [-5.3891, -3.8417, -5.4422], [-3.5114, -3.4148, -3.9105], [-4.9361, 0.6001, -3.2848], [-6.8255, 0.1695, -4.8120], [-0.1952, 2.0755, 2.0433], [0.3183, 2.3134, 0.7407], [-0.7903, 2.3095, -0.2098], [1.0573, 3.5060, 0.6662], [1.1417, 1.1627, 0.3351]],
  "multiplicity": 5,
  "max_force_ev_per_a": 1.4,
  "total_charge": 1,
  "relative_energy_kcal_mol": 0.0,
  "lumo_energy_ev": [-3.162, -6.388],
  "total_energy_ha": -3008.56329,
  "orbital_gap_ha": [0.27080, 0.15226]
}

# 7
{
  "formula": "C14H19BNO2",
  "method": "wB97M-V/def2-TZVPD",
  "elements": ["C", "O", "C", "C", "C", "C", "C", "C", "C", "H", "H", "H", "H", "H", "H", "H", "H", "H", "C", "O", "C", "C", "C", "N", "B", "H", "C", "C", "H", "H", "H", "H", "H", "H", "H", "H", "H"],
  "xyz": [[3.1023, -0.7426, 4.4510], [1.8464, -0.3817, 5.0172], [1.0593, -1.3859, 5.6219], [-0.3669, -1.2408, 5.1440], [-1.1431, -2.3812, 4.8745], [-2.4543, -2.2829, 4.3749], [-3.0241, -1.0408, 4.0483], [-2.2236, 0.0935, 4.2285], [-0.9090, 0.0012, 4.7345], [3.5644, 0.2215, 4.1746], [3.7706, -1.2507, 5.1691], [3.0113, -1.3663, 3.5443], [1.4220, -2.4234, 5.4515], [-0.6918, -3.3713, 5.0410], [-3.0467, -3.1859, 4.2251], [-4.0662, -0.9614, 3.7178], [-2.6350, 1.0730, 3.9589], [-0.2844, 0.9039, 4.7620], [8.2231, -2.1757, 9.2289], [7.1542, -1.9981, 10.1970], [5.8581, -1.8871, 9.7670], [4.8237, -1.6840, 10.7257], [3.5161, -1.5302, 10.3281], [3.1519, -1.5870, 8.9946], [1.7477, -1.4126, 8.8385], [1.1713, -1.2158, 6.6684], [4.1222, -1.8451, 8.0440], [5.4648, -1.9605, 8.3910], [9.1151, -2.2486, 9.8509], [8.0959, -3.0997, 8.6445], [8.3058, -1.3102, 8.5537], [5.1219, -1.6448, 11.7859], [2.7225, -1.3646, 11.0681], [1.0109, -2.3611, 8.7811], [1.2758, -0.3021, 8.8050], [3.7756, -1.9606, 7.0036], [6.1988, -2.1111, 7.5715]],
  "max_force_ev_per_a": 4.0,
  "total_charge": 1,
  "relative_energy_kcal_mol": 8.2,
  "lumo_energy_ev": -4.301,
  "total_energy_ha": -774.64181,
  "orbital_gap_ha": 0.25630
}

# 8
{
  "formula": "C4H4NaO5",
  "method": "wB97M-V/def2-TZVPD",
  "elements": ["O", "C", "C", "O", "O", "C", "H", "H", "H", "H", "O", "O", "C", "Na"],
  "xyz": [[0.3796, -1.1299, -1.9241], [-0.5366, -1.0705, -0.9044], [1.5847, -0.3955, -1.8173], [-1.6250, -1.5875, -1.1465], [-0.1765, -0.4940, 0.1603], [1.4437, 1.0522, -2.1188], [2.2695, -0.8629, -2.5477], [2.0466, -0.5556, -0.8269], [2.3030, 1.7061, -1.9531], [0.6255, 1.4010, -2.7529], [-2.9775, -0.3242, 5.6260], [-2.0183, 0.8314, 3.8646], [-2.4594, 0.2331, 4.7613], [-0.8593, 1.1962, 1.5795]],
  "multiplicity": 2,
  "max_force_ev_per_a": 1.6,
  "relative_energy_kcal_mol": 0.0,
  "lumo_energy_ev": [-1.104, -1.158],
  "total_energy_ha": -693.32928,
  "orbital_gap_ha": [0.24454, 0.25357]
}